DFT (ωB97M-V/def2-TZVPD) results for C18H18O4 in the gas phase.

Summary:
* lowest unoccupied orbital energy: 0.0530 eV
* HOMO-LUMO gap: 8.45 eV
* SMILES string: COc1ccc(/C=C/C(=O)O)cc1COc1cccc(C)c1
* calculated total energy: -27147.826 eV
* ΔE to the lowest compared entry with this formula, charge and spin: 0.454 eV

The geometry in ORCA input format:
```
! RIJCOSX wB97M-V def2-TZVPD def2/J DEFGRID3
* xyz 0 1
C -0.8894 -4.3421 -0.2733
O -0.8287 -3.0128 0.1863
C 0.3296 -2.3248 0.0544
C 1.5033 -2.8468 -0.4844
C 2.6389 -2.0677 -0.5686
C 2.6502 -0.7451 -0.1219
C 3.8654 0.0266 -0.2348
C 4.0599 1.3028 0.1301
C 5.3646 1.9355 -0.0556
O 6.3498 1.4160 -0.5240
O 5.3672 3.2156 0.3662
C 1.4654 -0.2315 0.4176
C 0.3230 -0.9953 0.5152
C -0.9507 -0.4102 1.0634
O -1.7041 0.0663 -0.0370
C -2.9426 0.5808 0.1956
C -3.5359 0.7063 1.4452
C -4.8062 1.2531 1.5429
C -5.4863 1.6751 0.4194
C -4.9008 1.5565 -0.8389
C -5.6370 2.0227 -2.0586
C -3.6354 1.0103 -0.9375
H -0.1890 -4.9868 0.2672
H -0.6903 -4.4047 -1.3473
H -1.9080 -4.6733 -0.0773
H 1.5380 -3.8630 -0.8440
H 3.5383 -2.4912 -0.9911
H 4.7157 -0.4899 -0.6653
H 3.2984 1.9281 0.5665
H 6.2440 3.6050 0.2279
H 1.4354 0.7881 0.7679
H -0.7214 0.4165 1.7503
H -1.5134 -1.1849 1.5997
H -3.0277 0.3874 2.3415
H -5.2640 1.3480 2.5169
H -6.4752 2.0997 0.5109
H -6.6149 1.5470 -2.1175
H -5.7942 3.1000 -2.0143
H -5.0799 1.7910 -2.9624
H -3.1506 0.9029 -1.8959
*
```